*a*
# C3H8OS2

A 2-piece molecular cluster, C3H8OS2 overall (ωB97M-V/def2-TZVPD, the Open Molecules 2025 dataset).

The geometry in ORCA input format:
```
! wB97M-V def2-TZVPD RIJCOSX def2/J DEFGRID3
* xyz 0 1
C 2.644 -0.381 -2.002
C 2.401 -1.446 -0.978
O 1.891 -2.509 -1.204
H 2.146 -0.648 -2.925
H 2.405 0.620 -1.636
H 3.723 -0.380 -2.191
H 2.756 -1.207 0.042
C -0.859 2.274 1.480
S -1.325 0.522 1.599
S -1.740 0.126 -0.403
H -1.622 2.798 0.910
H -0.848 2.650 2.498
H 0.091 2.403 0.960
H -0.617 -0.561 -0.663
*
```

Output
- E_LUMO (eV) = 0.53
- highest occupied orbital energy (eV) = -9.06
- SMILES = CC=O.CSS

*b*
# C3H8OS2

One molecule with the formula C3H8OS2 (ωB97M-V/def2-TZVPD, the Open Molecules 2025 dataset).

The geometry in ORCA input format:
```
! wB97M-V def2-TZVPD RIJCOSX def2/J DEFGRID3
* xyz 0 1
O 0.174 -1.956 -2.146
C 0.779 -1.019 -1.220
C -0.254 -0.291 -0.380
C 0.358 0.916 0.303
S -0.938 2.188 0.890
S -1.077 2.278 2.964
H -0.208 -2.570 -1.506
H 1.315 -0.261 -1.826
H 1.484 -1.592 -0.636
H -0.799 -0.978 0.252
H -1.109 0.118 -0.924
H 0.952 1.610 -0.278
H 0.899 0.586 1.189
H -1.577 0.972 3.319
*
```

Output
- E_LUMO (eV) = 0.42
- highest occupied orbital energy (eV) = -8.85
- SMILES = OCCCSS

Relative to the most stable structure, the computed energies are *a* 0.000; *b* 0.335, all in eV.